Record 1
71
Properties=species:S:1:pos:R:3 method="wB97M-V/def2-TZVPD" multiplicity=6 homo_energy_ha="-0.33971 / -0.39696" e_above_lowest_kj_mol=241.9 homo_lumo_gap_ev="5.58 / 6.81" lumo_energy_ev="-3.67 / -3.99" total_charge=+1
Fe -13.06 -4.81 10.40
C -17.11 -0.21 6.87
C -17.37 -1.60 7.39
C -17.02 -2.70 6.63
C -17.26 -4.00 7.10
C -16.95 -5.20 6.26
C -17.94 -4.21 8.28
C -18.37 -3.10 9.06
C -19.11 -3.36 10.37
C -18.08 -1.79 8.59
H -17.15 0.52 7.70
H -17.88 0.15 6.18
H -16.12 -0.12 6.35
H -16.53 -2.58 5.68
H -17.69 -5.28 5.46
H -17.01 -6.11 6.82
H -15.97 -5.14 5.86
H -17.98 -5.23 8.68
H -19.14 -2.43 10.93
H -18.60 -4.15 10.97
H -20.13 -3.75 10.16
H -18.45 -0.94 9.18
C -12.11 -7.53 7.28
C -12.12 -6.70 6.15
C -12.06 -5.32 6.40
C -12.27 -4.83 7.69
N -12.31 -5.70 8.77
C -12.09 -7.01 8.52
C -12.66 -3.47 7.95
C -12.54 -2.35 7.10
C -13.15 -1.14 7.35
C -14.01 -1.09 8.44
C -14.18 -2.23 9.25
N -13.40 -3.32 9.12
H -12.18 -8.60 7.27
H -11.99 -7.11 5.15
H -11.89 -4.59 5.61
H -11.91 -7.63 9.42
H -11.84 -2.42 6.25
H -12.94 -0.27 6.74
H -14.55 -0.20 8.74
H -14.99 -2.23 9.98
C -13.23 -7.47 12.88
Ge -14.83 -6.38 12.60
C -16.08 -7.88 12.51
C -15.38 -5.36 14.24
C -14.60 -5.12 11.16
H -13.38 -8.11 13.77
H -12.28 -6.93 12.99
H -13.13 -8.04 11.99
H -15.96 -8.40 13.46
H -15.73 -8.51 11.70
H -17.12 -7.66 12.37
H -14.89 -5.82 15.06
H -16.45 -5.27 14.38
H -15.00 -4.34 14.18
H -15.54 -4.58 11.08
C -10.73 -1.55 15.31
C -11.19 -2.42 14.14
C -12.50 -2.30 13.64
C -12.88 -2.99 12.50
N -12.10 -3.85 11.79
C -10.84 -3.93 12.26
C -10.33 -3.27 13.40
H -11.57 -0.88 15.57
H -9.86 -0.91 15.08
H -10.46 -2.18 16.17
H -13.22 -1.65 14.13
H -13.90 -2.83 12.13
H -10.09 -4.51 11.70
H -9.32 -3.54 13.74



Record 2
57
Properties=species:S:1:pos:R:3 method="wB97M-V/def2-TZVPD" homo_energy_ha=-0.42179 e_above_lowest_kj_mol=104.8 homo_lumo_gap_ev=9.52 lumo_energy_ev=-1.96 smiles=OCCCN1CC[NH+](CCCOc2ccccc2-c2ccccc2)CC1 total_charge=+1
O 3.55 2.45 -4.71
C 2.53 3.22 -4.12
C 1.77 2.32 -3.15
C 1.08 1.18 -3.92
N 0.57 0.09 -3.11
C 1.57 -0.74 -2.47
C 0.92 -2.05 -2.05
N -0.18 -1.76 -1.09
C -0.79 -2.97 -0.51
C -1.37 -2.68 0.87
C -0.29 -2.26 1.87
O 0.36 -1.08 1.41
C 0.81 -0.19 2.40
C 2.17 -0.08 2.61
C 2.64 0.79 3.58
C 1.75 1.51 4.36
C 0.39 1.39 4.14
C -0.11 0.55 3.15
C -1.56 0.45 2.90
C -2.44 0.12 3.92
C -3.80 0.03 3.67
C -4.29 0.27 2.40
C -3.42 0.62 1.38
C -2.06 0.71 1.63
C -1.16 -0.86 -1.73
C -0.47 0.43 -2.17
H 4.06 3.00 -5.31
H 2.95 4.07 -3.58
H 1.84 3.60 -4.89
H 1.04 2.92 -2.60
H 2.49 1.91 -2.45
H 0.24 1.58 -4.49
H 1.80 0.76 -4.62
H 2.37 -0.94 -3.19
H 2.02 -0.26 -1.58
H 1.65 -2.70 -1.57
H 0.49 -2.55 -2.92
H 0.23 -1.25 -0.28
H -1.57 -3.34 -1.18
H -0.02 -3.74 -0.42
H -1.85 -3.58 1.25
H -2.13 -1.90 0.82
H -0.74 -2.08 2.85
H 0.46 -3.05 1.98
H 2.85 -0.66 2.01
H 3.71 0.88 3.74
H 2.11 2.17 5.13
H -0.31 1.96 4.73
H -2.05 -0.07 4.91
H -4.47 -0.23 4.47
H -5.35 0.21 2.21
H -3.80 0.83 0.39
H -1.38 1.01 0.84
H -1.96 -0.64 -1.02
H -1.57 -1.36 -2.61
H -1.19 1.08 -2.66
H -0.08 0.95 -1.28



Record 3
116
Properties=species:S:1:pos:R:3 method="wB97M-V/def2-TZVPD" homo_energy_ha="-0.34333 / -0.34743" e_above_lowest_kj_mol=60.2 homo_lumo_gap_ev="5.35 / 5.46" lumo_energy_ev="-3.99 / -4.00" total_charge=+1
Pb -0.43 0.48 -0.30
Cl -5.81 7.98 -1.00
C -5.07 6.46 -0.64
C -4.35 5.81 -1.62
C -3.74 4.60 -1.33
C -3.84 4.02 -0.06
C -4.60 4.69 0.90
C -5.21 5.90 0.62
C -3.13 2.74 0.16
C -2.38 2.49 1.33
C -2.38 3.28 2.54
C -1.82 2.51 3.51
C -1.41 1.27 2.87
C -0.96 0.13 3.55
C -1.20 0.09 5.03
C -2.34 -0.51 5.55
C -2.54 -0.56 6.92
C -1.60 -0.01 7.77
Cl -1.84 -0.07 9.48
C -0.46 0.60 7.27
C -0.26 0.64 5.90
C -0.40 -1.02 2.99
N 0.33 -1.05 1.75
C 0.56 -2.44 1.48
C 0.88 -2.96 0.20
C 1.92 -4.03 0.10
C 1.66 -5.38 0.25
C 2.68 -6.31 0.12
C 3.97 -5.88 -0.17
Cl 5.24 -7.03 -0.34
C 4.24 -4.52 -0.32
C 3.22 -3.61 -0.19
C 0.16 -2.64 -0.95
C 0.07 -3.51 -2.09
C -1.06 -3.16 -2.77
C -1.63 -2.02 -2.08
N -0.83 -1.69 -1.02
C -2.85 -1.40 -2.43
C -3.30 -0.17 -1.92
C -4.58 0.43 -2.19
C -4.61 1.62 -1.54
C -3.37 1.73 -0.82
N -2.60 0.65 -1.08
C -3.74 -2.16 -3.33
C -4.06 -3.49 -3.02
C -4.94 -4.21 -3.80
C -5.52 -3.62 -4.91
Cl -6.65 -4.51 -5.87
C -5.20 -2.32 -5.26
C -4.32 -1.60 -4.47
C 0.23 -3.17 2.62
C -0.37 -2.32 3.53
N -1.71 1.33 1.55
H -4.26 6.25 -2.61
H -3.15 4.10 -2.09
H -4.75 4.24 1.87
H -5.78 6.41 1.37
H -2.76 4.28 2.65
H -1.67 2.74 4.55
H -3.08 -0.93 4.88
H -3.43 -1.02 7.33
H 0.27 1.03 7.95
H 0.63 1.09 5.49
H 0.65 -5.72 0.45
H 2.49 -7.37 0.22
H 5.25 -4.20 -0.54
H 3.42 -2.55 -0.31
H 0.75 -4.31 -2.32
H -1.44 -3.60 -3.67
H -5.37 -0.03 -2.75
H -5.42 2.32 -1.48
H -3.63 -3.95 -2.14
H -5.19 -5.23 -3.54
H -5.64 -1.87 -6.14
H -4.06 -0.58 -4.75
H 0.36 -4.24 2.72
H -0.83 -2.60 4.47
C 8.16 -0.59 3.16
C 7.14 -0.58 4.31
C 6.94 -2.01 4.84
C 7.70 0.29 5.43
C 5.78 -0.07 3.80
C 5.20 1.10 4.28
C 3.90 1.49 3.96
C 3.19 0.67 3.12
O 1.86 0.71 2.75
B 1.66 -0.44 2.02
O 2.84 -1.14 1.83
C 3.78 -0.46 2.57
C 5.06 -0.85 2.89
H 9.07 -1.11 3.48
H 8.43 0.43 2.88
H 7.77 -1.10 2.28
H 7.85 -2.36 5.33
H 6.70 -2.70 4.04
H 6.14 -2.03 5.58
H 8.68 -0.09 5.73
H 7.05 0.28 6.31
H 7.84 1.32 5.11
H 5.75 1.73 4.96
H 3.46 2.38 4.39
H 5.46 -1.76 2.47
Br 2.73 -1.96 -5.36
C 2.98 -1.00 -3.75
C 4.24 -0.55 -3.38
C 4.36 0.11 -2.17
C 3.23 0.28 -1.38
N 2.02 -0.12 -1.77
C 1.89 -0.74 -2.94
H 5.10 -0.71 -4.02
H 5.32 0.48 -1.84
H 3.29 0.76 -0.41
H 0.89 -1.04 -3.23
N -0.68 2.81 -3.47
C -0.46 2.10 -2.58
H -0.88 3.43 -4.22



Record 4
21
Properties=species:S:1:pos:R:3 method="wB97M-V/def2-TZVPD" homo_energy_ha=-0.28206 e_above_lowest_kj_mol=881.0 homo_lumo_gap_ev=6.93 lumo_energy_ev=-0.74 total_charge=0
O 1.26 -0.48 1.79
C 2.29 0.24 1.18
N 2.59 0.52 -0.05
C 0.02 1.58 -0.58
C 0.06 0.33 -1.26
C -1.20 -0.53 -1.33
C -1.10 -1.70 -0.35
H 3.09 0.36 1.93
H 1.95 -0.39 0.04
H 0.81 2.32 -0.59
H -0.93 2.06 -0.39
H 1.04 0.21 -1.70
H 0.28 0.48 -0.01
H -1.41 -0.66 -2.39
H -1.96 0.15 -0.95
H -2.02 -2.28 -0.40
H -0.91 -1.42 0.68
H -0.29 -2.32 -0.77
H 0.40 0.01 1.83
H -2.09 0.87 2.11
O -1.88 0.63 1.20



Record 5
12
Properties=species:S:1:pos:R:3 method="wB97M-V/def2-TZVPD" homo_energy_ha=-0.33192 e_above_lowest_kj_mol=283.8 homo_lumo_gap_ev=9.40 lumo_energy_ev=0.37 total_charge=0
C 0.66 0.21 -1.17
C -0.32 -0.47 -0.13
C 0.34 -0.25 1.08
H 0.13 0.25 -2.27
H 0.55 1.32 -0.76
H 1.60 -0.31 -1.20
H -0.33 -1.45 -0.41
H -0.55 -0.28 2.02
H 1.29 -0.92 1.17
H 0.76 0.81 1.09
H -2.10 1.07 0.97
S -2.02 0.01 -0.38



Record 6
111
Properties=species:S:1:pos:R:3 method="wB97M-V/def2-TZVPD" homo_energy_ha=-0.39333 homo_lumo_gap_ev=6.88 lumo_energy_ev=-3.82 total_charge=+1
C -2.11 -2.31 4.84
C -2.55 -3.20 3.66
C -1.86 -2.72 2.35
C -2.81 -2.29 1.21
C -3.04 -0.78 1.11
C -2.18 -0.08 0.02
C -0.80 0.09 0.56
C 0.15 -0.90 0.38
C 1.42 -0.79 0.93
C 2.50 -1.83 0.84
C 2.78 -2.40 -0.55
C 1.72 -3.25 -1.18
O 1.57 -3.29 -2.36
O 0.92 -3.96 -0.34
C 1.70 0.37 1.65
C 0.75 1.35 1.79
N -0.48 1.20 1.25
H -2.69 -1.38 4.81
H -2.28 -2.81 5.78
H -1.07 -2.03 4.75
H -3.64 -3.20 3.59
H -2.16 -4.19 3.87
H -1.22 -3.50 1.96
H -1.18 -1.91 2.61
H -2.43 -2.68 0.27
H -3.76 -2.79 1.36
H -4.09 -0.53 0.98
H -2.76 -0.34 2.07
H -2.14 -0.72 -0.85
H -2.61 0.89 -0.23
H -0.13 -1.78 -0.17
H 2.21 -2.64 1.51
H 3.39 -1.37 1.24
H 3.12 -1.63 -1.23
H 3.64 -3.06 -0.43
H 0.05 -3.99 -0.76
H 2.66 0.53 2.13
H 0.93 2.26 2.33
H -1.17 1.92 1.36
C 5.55 0.45 1.06
O 5.30 -0.40 1.91
N 6.54 0.36 0.18
C 6.80 1.40 -0.82
C 7.40 -0.81 0.21
H 4.95 1.37 0.95
H 6.72 0.97 -1.82
H 7.80 1.80 -0.68
H 6.08 2.21 -0.72
H 6.81 -1.71 0.05
H 7.89 -0.89 1.18
H 8.16 -0.72 -0.57
C -1.43 -7.58 -3.91
O -2.28 -8.43 -3.72
N -0.37 -7.36 -3.10
C 0.61 -6.33 -3.38
C -0.21 -8.19 -1.92
H -1.45 -6.91 -4.78
H 1.60 -6.78 -3.50
H 0.64 -5.62 -2.56
H 0.36 -5.80 -4.29
H -0.13 -9.24 -2.21
H -1.09 -8.09 -1.27
H 0.68 -7.89 -1.38
C 8.97 2.98 -3.95
O 8.95 2.65 -2.78
N 8.13 3.88 -4.50
C 8.19 4.23 -5.90
C 7.14 4.52 -3.65
H 9.69 2.57 -4.67
H 8.39 5.30 -6.01
H 7.24 4.00 -6.39
H 8.98 3.68 -6.40
H 7.64 5.06 -2.84
H 6.49 3.76 -3.21
H 6.54 5.21 -4.23
C 5.39 7.01 -2.28
O 5.61 7.37 -3.42
N 5.82 7.65 -1.18
C 5.53 7.17 0.15
C 6.60 8.87 -1.34
H 4.80 6.10 -2.06
H 4.96 7.93 0.71
H 6.46 6.96 0.69
H 4.94 6.26 0.10
H 6.03 9.61 -1.89
H 7.51 8.65 -1.91
H 6.87 9.26 -0.37
C -6.24 -2.82 3.12
O -6.15 -3.17 4.28
N -7.17 -1.98 2.63
C -7.21 -1.61 1.23
C -8.17 -1.42 3.54
H -5.54 -3.18 2.34
H -7.09 -0.52 1.13
H -8.16 -1.90 0.79
H -6.40 -2.10 0.69
H -7.67 -0.86 4.33
H -8.73 -2.23 4.00
H -8.84 -0.76 3.01
C -10.32 1.21 2.03
O -10.21 0.85 3.19
N -11.26 2.05 1.58
C -11.33 2.44 0.18
C -12.23 2.58 2.52
H -9.63 0.86 1.24
H -11.23 3.52 0.09
H -12.30 2.14 -0.24
H -10.54 1.96 -0.39
H -11.73 3.13 3.31
H -12.79 1.76 2.98
H -12.92 3.24 1.99



Record 7
12
Properties=species:S:1:pos:R:3 method="wB97M-V/def2-TZVPD" homo_energy_ha=-0.37165 e_above_lowest_kj_mol=116.7 homo_lumo_gap_ev=10.53 lumo_energy_ev=0.42 smiles="CC(C=O)C=O" total_charge=0
C 0.26 1.30 -0.47
C 0.01 -0.19 -0.21
C 1.08 -1.02 0.46
O 1.14 -2.21 0.24
C -1.36 -0.46 0.41
O -2.29 0.31 0.33
H -0.70 1.80 -0.64
H 0.73 1.79 0.39
H 0.89 1.47 -1.34
H -0.08 -0.82 -1.11
H 1.81 -0.55 1.16
H -1.47 -1.47 0.86



Record 8
55
Properties=species:S:1:pos:R:3 method="wB97M-V/def2-TZVPD" homo_energy_ha=-0.34159 e_above_lowest_kj_mol=6.0 homo_lumo_gap_ev=9.73 lumo_energy_ev=0.44 smiles="CCCC[C@H](CC)CNC(=O)[C@H]1CCCN(S(=O)(=O)c2cnc[nH]2)C1" total_charge=0
C -4.87 -1.12 -0.07
C -4.87 0.40 0.05
C -3.90 1.08 -0.92
C -2.42 0.81 -0.62
C -1.94 1.45 0.70
C -0.70 2.33 0.49
C -1.04 3.65 -0.20
C -1.66 0.38 1.77
N -0.53 -0.46 1.43
C -0.67 -1.72 1.00
O -1.75 -2.29 0.92
C 0.61 -2.49 0.62
C 0.49 -2.94 -0.85
C 0.61 -1.74 -1.79
C 1.91 -0.99 -1.52
N 1.94 -0.61 -0.13
S 2.74 0.75 0.34
O 2.28 1.05 1.66
O 2.60 1.73 -0.70
C 4.46 0.33 0.36
C 5.27 -0.53 1.06
N 6.52 -0.48 0.56
C 6.50 0.38 -0.41
N 5.26 0.91 -0.58
C 1.91 -1.72 0.79
H -5.09 -1.42 -1.09
H -3.92 -1.54 0.22
H -5.64 -1.54 0.58
H -5.88 0.77 -0.17
H -4.64 0.69 1.07
H -4.07 2.16 -0.90
H -4.12 0.73 -1.93
H -2.26 -0.26 -0.58
H -1.83 1.20 -1.45
H -2.73 2.09 1.10
H 0.05 1.80 -0.10
H -0.25 2.55 1.46
H -0.14 4.23 -0.36
H -1.73 4.24 0.41
H -1.51 3.47 -1.17
H -2.52 -0.28 1.87
H -1.45 0.86 2.73
H 0.37 -0.01 1.43
H 0.63 -3.38 1.26
H 1.27 -3.66 -1.07
H -0.48 -3.42 -0.98
H -0.23 -1.07 -1.63
H 0.59 -2.08 -2.83
H 2.77 -1.62 -1.77
H 1.96 -0.07 -2.11
H 5.02 -1.16 1.89
H 7.35 0.65 -1.01
H 4.93 1.60 -1.23
H 2.76 -2.39 0.59
H 2.02 -1.32 1.80



Record 9
6
Properties=species:S:1:pos:R:3 method="wB97M-V/def2-TZVPD" homo_energy_ha=-0.34267 e_above_lowest_kj_mol=218.1 homo_lumo_gap_ev=8.89 lumo_energy_ev=-0.44 total_charge=0
N -0.10 1.30 -0.31
P 0.46 -0.59 1.01
Cl -1.27 -1.52 0.94
H 0.60 1.62 -1.01
H -0.88 0.75 -0.87
H 1.20 -1.56 0.24



Record 10
33
Properties=species:S:1:pos:R:3 method="wB97M-V/def2-TZVPD" homo_energy_ha=-0.36751 e_above_lowest_kj_mol=238.4 homo_lumo_gap_ev=10.80 lumo_energy_ev=0.80 smiles="C=C[C@]1(C#N)C(C)(C)[C@@H]2CC[C@@]1(C)C2" total_charge=0
C -0.97 2.72 1.16
C -1.00 1.44 0.99
C 0.03 0.70 0.12
C 0.99 1.68 -0.31
N 1.77 2.48 -0.46
C -0.50 -0.12 -1.10
C -2.04 -0.02 -1.23
C 0.02 0.55 -2.38
C 0.26 -1.44 -1.04
C -0.43 -2.28 0.09
C -0.06 -1.59 1.34
C 0.84 -0.39 0.90
C 1.65 0.19 2.05
C 1.54 -1.11 -0.28
H -1.84 3.19 1.67
H -0.29 3.40 0.72
H -1.76 0.98 1.55
H -2.27 0.96 -1.61
H -2.62 -0.16 -0.28
H -2.33 -0.86 -1.92
H 0.03 1.60 -2.35
H -0.66 0.34 -3.18
H 0.96 0.16 -2.58
H 0.53 -1.90 -1.93
H -0.06 -3.21 0.01
H -1.51 -2.45 0.02
H -0.93 -1.39 1.99
H 0.65 -2.14 1.92
H 2.27 1.01 1.62
H 2.36 -0.45 2.48
H 1.07 0.64 2.84
H 2.12 -2.10 -0.05
H 2.19 -0.42 -0.78



What did the fifth record say?
12
Properties=species:S:1:pos:R:3 method="wB97M-V/def2-TZVPD" homo_energy_ha=-0.33192 e_above_lowest_kj_mol=283.8 homo_lumo_gap_ev=9.40 lumo_energy_ev=0.37 total_charge=0
C 0.66 0.21 -1.17
C -0.32 -0.47 -0.13
C 0.34 -0.25 1.08
H 0.13 0.25 -2.27
H 0.55 1.32 -0.76
H 1.60 -0.31 -1.20
H -0.33 -1.45 -0.41
H -0.55 -0.28 2.02
H 1.29 -0.92 1.17
H 0.76 0.81 1.09
H -2.10 1.07 0.97
S -2.02 0.01 -0.38